Computed, not measured: a single C13H19NO molecule in a non-equilibrium geometry, with wB97M-V/def2-TZVPD.

The geometry in XYZ format:
```
34
Properties=species:S:1:pos:R:3:forces:R:3:nbo_charge:R:1
C 4.401253 -0.297319 -0.324095 -0.187 -1.024 -0.714 -0.253
C 3.888359 0.708386 0.501695 -0.911 -0.285 0.015 -0.207
C 3.522859 -1.189273 -1.005937 1.633 0.534 0.052 -0.187
C 2.479711 0.917376 0.505193 2.024 -0.138 1.144 -0.253
C 2.166465 -0.966875 -0.928638 -0.430 -1.387 -0.934 -0.253
C 1.644164 0.121654 -0.216568 -1.458 -0.794 -0.925 0.165
C -1.262178 2.148180 0.420087 -3.158 0.774 1.020 -0.410
C -2.366362 1.044317 0.470506 -1.639 0.958 0.157 -0.410
C -0.178673 1.798299 -0.547573 2.152 -0.325 2.047 -0.213
C -1.887347 -0.282407 0.978520 2.419 -0.827 0.846 -0.246
C -0.832129 -0.746830 -0.061353 0.639 0.191 -0.435 0.476
C -3.017632 -1.296161 1.210131 -0.019 1.520 -1.408 -0.608
C -1.415936 -1.025290 -1.459739 -2.379 -1.041 -0.772 -0.673
N 0.255734 0.419923 -0.201490 -0.485 -1.467 0.387 -0.522
O -0.268468 -2.002652 0.313167 -0.091 0.831 -0.648 -0.723
H 5.434672 -0.582335 -0.565290 -0.090 0.859 0.968 0.214
H 4.449828 1.255287 1.270201 0.175 -0.143 -0.792 0.217
H 4.060003 -2.011256 -1.606692 -1.466 1.223 0.942 0.216
H 2.022391 1.547094 1.258548 0.169 0.391 -0.211 0.215
H 1.513539 -1.714961 -1.415529 0.174 0.844 0.289 0.228
H -1.835481 3.034116 0.045971 0.698 -0.255 0.397 0.207
H -1.049085 2.330722 1.528837 0.688 -0.110 -1.689 0.213
H -3.209128 1.259690 1.175492 0.732 0.790 -0.413 0.211
H -2.925030 1.010193 -0.525498 0.967 -0.462 0.993 0.208
H -0.459684 1.900353 -1.579383 -0.578 -0.069 -0.647 0.185
H 0.707668 2.525592 -0.413061 -1.217 -1.319 -0.182 0.223
H -1.284824 -0.203161 1.999260 -1.101 0.410 -1.952 0.201
H -3.144468 -1.805009 0.250115 -0.350 -0.429 0.492 0.217
H -3.905002 -0.681748 1.396175 -0.163 -0.402 0.062 0.203
H -2.867554 -1.942017 2.042142 0.257 -0.686 0.370 0.218
H -2.584389 -1.110152 -1.640791 2.163 0.172 1.096 0.212
H -1.040231 -1.956153 -1.919647 0.150 0.357 0.579 0.238
H -1.158849 -0.248660 -2.124790 0.471 1.015 -0.747 0.216
H 0.145798 -1.958931 1.170024 0.210 0.292 0.614 0.475
```
Forces are in eV/Å.

E_tot = -17325.061 eV
relative energy (zero: lowest compared OMol25 entry of this formula, charge and spin) = 2.893 eV
gap between HOMO and LUMO = 0.3154 hartree
structure (SMILES) = C[C@@H]1CCCN(c2ccccc2)[C@@]1(C)O
HOMO = -7.7 eV
charge = 0
LUMO energy = 0.90 eV